{
  "formula": "C12H32FLi2O4",
  "method": "ωB97M-V with the def2-TZVPD basis set",
  "symbols": ["Li", "Li", "F", "C", "C", "C", "O", "H", "H", "H", "H", "H", "H", "H", "H", "C", "C", "C", "O", "H", "H", "H", "H", "H", "H", "H", "H", "C", "C", "C", "O", "H", "H", "H", "H", "H", "H", "H", "H", "C", "C", "C", "O", "H", "H", "H", "H", "H", "H", "H", "H"],
  "positions_angstrom": [[-1.49663, 8.51537, 1.10624], [-3.53816, 9.26724, 2.74788], [-3.02454, 9.56546, 0.85469], [-7.35100, 7.29459, 2.65415], [-6.49854, 8.47215, 3.07215], [-6.29193, 8.51982, 4.55430], [-5.13603, 8.22835, 2.53867], [-7.11787, 6.39268, 3.21495], [-7.24215, 7.10622, 1.58496], [-8.40477, 7.53409, 2.82418], [-6.82154, 9.39557, 2.59727], [-7.25738, 8.65242, 5.05282], [-5.54145, 9.24508, 4.84660], [-6.03892, 7.50736, 4.87669], [-5.22615, 7.98643, 1.59853], [-5.68711, 12.19098, 2.27064], [-4.54052, 12.38578, 3.24553], [-4.92038, 12.26142, 4.70224], [-3.42904, 11.46713, 2.97491], [-6.10795, 13.11081, 1.87226], [-6.49990, 11.60793, 2.71996], [-5.36802, 11.61171, 1.39889], [-4.13723, 13.38960, 3.07399], [-5.63794, 13.03632, 4.97091], [-4.04237, 12.40814, 5.32877], [-5.39417, 11.29675, 4.88859], [-2.99042, 11.81352, 2.18956], [-1.47072, 12.28242, -1.83936], [-1.92127, 12.56406, -0.42507], [-1.64484, 13.98603, -0.02042], [-3.31717, 12.26585, -0.28233], [-1.74798, 11.27156, -2.14922], [-0.38520, 12.33409, -1.93771], [-1.96038, 12.99793, -2.49924], [-1.44497, 11.90233, 0.31426], [-0.58952, 14.23298, -0.14973], [-1.85263, 14.14273, 1.04013], [-2.23128, 14.66868, -0.63609], [-3.32481, 11.35314, 0.03185], [-6.94948, 9.54972, -1.40637], [-5.72442, 8.64941, -1.50768], [-4.64841, 9.30880, -2.35938], [-5.22519, 8.36737, -0.19905], [-7.19706, 9.96684, -2.38380], [-6.80485, 10.36255, -0.69238], [-7.82334, 8.99121, -1.06035], [-6.03464, 7.72143, -1.99488], [-3.63513, 8.97596, -2.11340], [-4.61861, 10.38102, -2.11232], [-4.83496, 9.21140, -3.42418], [-4.38288, 8.83132, -0.08909]],
  "forces_ev_per_angstrom": [[-0.65, 0.61, -0.75], [-1.01, 1.08, -0.46], [1.42, -1.08, 0.96], [-0.68, 0.41, -0.20], [1.33, -0.97, -0.61], [-1.03, -0.58, 0.25], [0.21, 0.11, 0.17], [0.17, -0.02, 0.00], [0.01, -0.05, 0.02], [0.04, -0.08, 0.02], [-0.26, 0.12, 0.24], [0.19, 0.65, 0.04], [-0.09, 0.07, 0.27], [0.56, 0.13, -0.02], [-0.22, 0.19, -0.09], [-0.43, -0.92, -0.29], [0.41, 0.71, -0.22], [0.04, 0.05, -0.17], [-0.35, -0.43, 0.28], [0.08, 0.17, 0.24], [0.04, 0.18, 0.05], [0.15, 0.14, 0.05], [0.09, -0.09, 0.12], [-0.07, -0.01, -0.10], [-0.01, -0.19, 0.08], [0.11, 0.02, 0.14], [-0.08, -0.07, -0.16], [0.12, -0.45, 0.01], [-0.01, -0.38, 0.39], [0.13, 0.26, 0.21], [0.00, 0.13, 0.27], [-0.17, 0.06, 0.01], [-0.02, 0.30, -0.03], [0.14, -0.04, -0.15], [0.56, -0.02, -0.28], [-0.01, -0.08, -0.16], [-0.26, 0.09, -0.09], [-0.06, 0.06, 0.13], [-0.37, -0.14, -0.20], [-0.39, -0.23, 0.08], [-0.23, 0.35, -0.51], [0.29, 0.90, 0.60], [0.14, -0.34, 0.04], [0.00, 0.03, 0.04], [0.27, 0.07, -0.14], [0.07, -0.04, -0.02], [0.15, -0.19, 0.31], [-0.13, -0.49, -0.22], [-0.12, -0.09, -0.20], [0.01, -0.09, -0.05], [-0.05, 0.14, 0.07]],
  "mulliken_charge": [0.93, 0.90, -0.99, -1.45, 0.99, -1.42, -0.49, 0.34, 0.37, 0.40, 0.00, 0.39, 0.26, 0.38, 0.43, -0.70, 0.58, -1.35, -0.52, 0.40, 0.28, -0.01, 0.24, 0.39, 0.37, 0.22, 0.22, -1.31, 0.97, -1.47, -0.46, 0.25, 0.41, 0.33, 0.16, 0.39, 0.30, 0.36, -0.02, -1.23, 0.56, -1.44, -0.48, 0.41, 0.17, 0.35, 0.25, 0.37, 0.30, 0.50, 0.18],
  "relative_energy_kj_mol": 0.0,
  "multiplicity": 1,
  "charge": 1,
  "lumo_energy_ev": -4.63,
  "orbital_gap_ev": 8.197,
  "largest_force_ha_per_bohr": 0.0394,
  "total_energy_ha": -892.21512
}